Record 1
46
Properties=species:S:1:pos:R:3:forces:R:3:nbo_charge:R:1 method="wB97M-V/def2-TZVPD" homo_ha="-0.5141 / -0.5152" lumo_ev="-10.29 / -10.70" total_energy_ha=-2786.88731 orbital_gap_ev="3.70 / 3.32" charge=+2
I 1.2236 -2.6685 1.1344 0.487 -1.039 0.526 0.21
I 0.6569 2.3275 -2.4547 -0.091 0.029 0.119 -0.40
La 0.8280 -0.1408 -0.5713 0.457 1.381 -1.155 1.27
P 2.5266 1.4776 1.1738 0.338 0.397 0.327 0.74
C 1.4014 2.3199 2.3485 -0.084 0.125 0.165 -0.93
C 3.7173 0.4944 2.1471 -0.003 -0.052 -0.087 -0.93
H 4.4064 1.1208 2.7322 -0.215 -0.303 -0.127 0.26
H 4.1667 3.3115 1.0055 -0.256 -0.146 -0.247 0.26
H 4.2697 -0.1292 1.4270 0.030 0.308 0.240 0.27
H 4.0156 2.3054 -0.4949 0.005 0.203 0.307 0.27
H 0.8111 1.5767 2.9023 0.308 0.095 0.062 0.22
H 3.1589 -0.1999 2.7918 0.203 0.299 0.016 0.24
C 3.4715 2.7920 0.3289 -0.037 -0.148 -0.131 -0.92
H 1.9305 2.9699 3.0577 -0.212 -0.124 -0.138 0.26
H 2.7611 3.4927 -0.1345 0.252 -0.127 0.261 0.26
H 0.6667 2.9100 1.7805 0.342 0.046 0.074 0.25
P 0.1656 -1.9255 -2.7586 -0.141 -0.284 -0.494 0.74
C -1.6542 -2.0998 -2.6875 -0.250 -0.156 -0.108 -0.94
C 0.6028 -1.3194 -4.4198 0.134 0.081 0.056 -0.92
H 1.9583 -3.4523 -2.4301 -0.249 -0.152 -0.265 0.27
H 0.6917 -4.2276 -3.4727 0.074 0.139 0.400 0.26
H 0.4892 -4.0525 -1.6676 -0.019 -0.035 -0.459 0.24
C 0.8784 -3.5962 -2.5904 0.074 0.074 0.081 -0.93
H 1.6697 -1.0487 -4.3779 -0.282 -0.205 -0.151 0.27
H 0.4194 -2.0691 -5.2037 0.044 0.301 0.226 0.26
H -2.0273 -2.7760 -3.4678 -0.083 0.215 0.208 0.26
H -2.1399 -1.1129 -2.7614 0.273 -0.422 -0.286 0.24
H 0.0560 -0.3861 -4.6179 0.066 -0.354 -0.022 0.26
H -1.9407 -2.4944 -1.7024 0.101 -0.139 -0.212 0.23
Cl 3.2512 -0.5984 -1.6114 -0.159 -0.377 0.398 -0.52
N -2.4210 1.1388 -1.9323 -1.291 0.867 1.897 -0.71
C -2.6091 0.9590 -0.5975 -0.041 0.305 -1.962 0.31
N -1.6481 0.4486 0.1805 -0.339 -0.198 2.627 -0.58
C -2.0997 0.3280 1.5017 0.848 0.028 -2.691 0.29
C -1.3678 -0.2503 2.5599 -0.067 -0.562 1.347 -0.21
C -1.9802 -0.4187 3.8079 1.441 0.050 -1.601 -0.16
C -3.3098 -0.0133 3.9717 -0.450 0.266 -0.061 -0.03
C -4.0391 0.5607 2.9202 -0.458 0.492 -0.711 -0.20
C -3.4332 0.7412 1.6894 -1.201 0.130 0.128 -0.16
S -4.1155 1.3395 0.1547 0.100 -0.380 1.140 0.51
H -3.2489 1.5445 -2.3874 0.495 -0.249 -0.049 0.43
H -1.5199 1.6161 -2.2205 0.232 -0.597 -0.066 0.43
H -0.3633 -0.6311 2.3612 -0.257 0.259 0.290 0.23
H -1.4166 -0.8707 4.6218 -0.236 0.096 -0.142 0.26
H -3.7818 -0.1618 4.9329 -0.124 0.038 0.001 0.26
H -5.0782 0.8681 3.0310 0.241 -0.176 0.267 0.27

---

Record 2
48
Properties=species:S:1:pos:R:3:forces:R:3:lowdin_charge:R:1 method="wB97M-V/def2-TZVPD" homo_ha=-0.5939 lumo_ev=-8.54 total_energy_ha=-1325.14896 orbital_gap_ev=7.62 charge=+2
N 1.1452 1.8040 0.7557 1.857 2.396 -0.751 -0.07
C 1.9604 2.7889 0.5434 -0.602 -0.366 0.005 -0.24
O 2.6855 3.6902 0.3414 -2.317 -3.026 0.742 0.27
Cs -0.8831 0.2815 3.8035 -1.174 2.612 6.108 1.50
Ta -0.3556 0.6283 0.3503 2.186 1.341 -1.760 1.77
N -0.4769 -0.7800 1.7893 0.908 -2.115 -6.335 -0.72
N -0.2719 0.3759 -1.5901 -0.614 0.087 1.539 -0.26
C 0.6196 -1.8071 2.0528 -0.293 -0.488 0.312 -0.68
C 0.8637 0.4537 -2.5349 0.286 -0.053 -0.532 -0.66
C 0.1625 -2.7542 3.1814 0.340 -0.123 0.094 -0.06
C 0.8817 -2.6377 0.7921 0.075 -0.164 -0.012 -0.02
C 1.8860 -1.0528 2.4438 0.346 0.016 0.153 -0.07
C 1.0229 1.9154 -2.9460 0.096 0.159 -0.081 -0.01
C 0.5746 -0.4064 -3.7641 0.107 -0.103 -0.077 -0.02
C 2.1347 -0.0265 -1.8591 0.327 -0.236 -0.100 -0.04
H 0.2196 -2.2988 4.1856 -0.058 -0.226 -0.381 0.06
H 0.8485 -3.6151 3.2028 -0.313 0.252 0.061 0.11
H -0.8529 -3.1382 3.0044 0.280 0.043 0.087 0.10
H -0.0171 -3.1890 0.4800 0.449 0.030 0.011 0.09
H 1.6727 -3.3740 1.0179 -0.372 0.276 -0.185 0.12
H 1.2292 -2.0150 -0.0486 -0.150 -0.179 0.322 0.06
H 2.1897 -0.3206 1.6764 -0.033 -0.356 0.268 0.06
H 2.6995 -1.7882 2.5558 -0.258 0.355 -0.010 0.12
H 1.8018 -0.5232 3.4094 0.109 -0.220 -0.370 0.06
H 0.1114 2.2850 -3.4281 0.313 0.080 0.011 0.09
H 1.8589 2.0022 -3.6544 -0.296 0.061 0.174 0.12
H 1.2372 2.5454 -2.0728 -0.013 -0.054 -0.225 0.07
H -0.2389 0.0080 -4.3683 0.158 -0.133 0.060 0.09
H 0.3227 -1.4302 -3.4689 0.045 0.088 -0.104 0.10
H 1.4734 -0.4377 -4.3923 -0.253 -0.018 0.107 0.11
H 2.9615 0.0812 -2.5777 -0.198 -0.078 0.356 0.12
H 2.0626 -1.0887 -1.5911 0.106 0.240 -0.098 0.08
H 2.3845 0.5686 -0.9722 0.031 -0.198 -0.220 0.05
C -1.7706 -1.3167 1.2494 0.397 -0.440 0.561 -0.16
H -2.1210 -0.6887 0.3654 -0.312 -0.406 0.387 0.07
H -1.6568 -2.3582 0.9014 -0.230 0.649 -0.100 0.10
H -2.5853 -1.2955 2.0041 0.288 0.255 -0.510 0.10
C -1.6135 0.5500 -2.2108 0.063 -0.449 -0.087 -0.09
H -2.3510 0.9353 -1.4912 -0.038 0.054 -0.037 0.06
H -1.5497 1.2733 -3.0387 -0.164 -0.129 0.519 0.11
H -1.9865 -0.4109 -2.6034 0.143 0.369 0.159 0.11
F -1.4921 3.3323 0.0466 -0.323 -1.972 1.180 0.04
C -1.6393 2.2854 0.9946 0.353 2.596 0.236 -0.41
F -1.1546 2.8717 2.2255 -0.730 -1.347 -1.744 -0.07
C -3.1157 2.0679 1.2232 -3.552 1.350 0.976 -0.54
F -3.7198 3.2362 1.5226 0.725 -1.069 -0.363 0.19
F -3.8078 1.5298 0.1730 1.485 0.230 0.977 0.14
F -3.3498 1.2433 2.3208 0.818 0.411 -1.321 0.04

---

Record 3
55
Properties=species:S:1:pos:R:3:forces:R:3:nbo_charge:R:1 method="wB97M-V/def2-TZVPD" homo_ha=-0.2504 lumo_ev=1.49 total_energy_ha=-3268.16938 orbital_gap_ev=8.31 charge=-1
N -2.3274 -1.7886 -0.3265 -0.523 -0.473 0.253 -1.21
P -1.9454 -0.2296 0.5086 0.784 -1.643 -2.537 1.46
C -3.5714 0.5033 -0.1249 -1.257 0.312 0.747 -0.72
C -4.0924 1.8174 0.6497 -1.091 0.617 -0.953 -0.44
C -3.5993 3.1826 -0.1092 0.667 -2.151 -0.310 -0.53
I -5.2185 4.6367 -0.0181 0.833 -0.265 0.002 0.06
C -0.3391 -0.1717 -0.5594 0.671 0.644 -0.176 -0.69
C 0.9299 -0.7364 0.2994 -0.021 -0.245 -0.600 -0.41
C 2.3601 -0.3536 -0.3927 -0.566 -0.236 -0.165 -0.42
C 3.5451 -1.3544 0.0597 0.501 0.992 -0.144 -0.42
C 3.8992 -2.5104 -1.0029 0.474 -0.550 0.578 -0.40
C 2.7682 -3.6669 -1.1407 -0.469 1.091 0.291 -0.43
C 1.6419 -3.1104 -2.1533 -0.209 1.713 -0.188 -0.53
S 1.0815 -4.3296 -3.4438 -1.017 1.172 -0.907 0.21
C -0.1247 -3.3236 -4.4705 0.437 1.170 -1.175 0.30
N 0.0969 -2.6166 -5.7081 -3.280 -2.405 5.518 -0.25
N -1.1387 -2.0383 -5.9584 -3.209 -1.275 3.901 -0.28
C -2.0800 -2.3665 -4.9025 4.126 -0.159 -2.048 0.23
O -1.4459 -3.2160 -3.9223 1.457 2.265 -4.208 -0.42
N -1.3892 1.3074 1.2595 1.032 -0.984 7.467 -0.87
C -1.1842 1.0087 2.5260 -0.051 -0.368 0.960 0.86
O -1.0339 0.6163 3.7147 -0.823 2.471 -7.145 -0.52
H -1.6014 -2.4939 -0.0881 -0.861 0.514 -0.227 0.36
H -3.2594 -2.1417 -0.0488 0.880 -0.075 -0.100 0.36
H -1.8872 -0.9700 1.7473 -0.156 0.760 -0.337 -0.05
H -3.5111 0.7139 -1.2513 0.180 -0.409 1.636 0.25
H -4.4062 -0.2994 0.0016 1.619 1.204 -0.234 0.24
H -5.2516 1.8234 0.5313 1.987 -0.155 0.224 0.21
H -3.8956 1.8316 1.7771 -0.017 -0.033 -1.767 0.24
H -3.4802 2.8848 -1.2263 -0.262 0.849 1.912 0.21
H -2.5875 3.5520 0.2780 -1.754 -0.223 -0.443 0.26
H -0.5105 -0.7734 -1.5205 0.330 0.662 1.532 0.23
H -0.1456 0.9234 -0.8989 -0.287 -1.775 0.889 0.25
H 0.7932 -1.8925 0.3701 0.397 1.885 -0.095 0.18
H 0.9467 -0.3438 1.3828 -0.129 -0.462 -1.738 0.23
H 2.2879 -0.3707 -1.5535 -0.074 -0.007 1.939 0.19
H 2.5801 0.7397 -0.1116 -0.200 -1.719 -0.263 0.25
H 3.3084 -1.7527 1.1110 0.382 0.334 -1.591 0.21
H 4.4969 -0.6923 0.1710 -1.548 -1.254 -0.145 0.22
H 4.1191 -2.0176 -2.0160 -0.428 -0.779 1.360 0.20
H 4.8915 -3.0315 -0.6846 -1.685 0.966 -0.393 0.21
H 3.2211 -4.6830 -1.4427 -0.805 1.665 0.339 0.23
H 2.2607 -3.7468 -0.1011 0.937 -0.246 -1.714 0.22
H 2.0846 -2.2033 -2.7292 -0.765 -1.677 0.927 0.23
H 0.6922 -2.7066 -1.6321 1.671 -0.837 -0.634 0.23
H -3.1710 -2.0260 -4.7867 2.167 -0.756 -0.153 0.23
N 0.9799 3.9097 3.7107 0.629 -0.017 -0.194 -1.19
S 0.8929 4.7502 5.0391 -1.275 1.954 3.349 2.47
O 1.3519 6.1217 4.9859 0.115 -1.290 -0.530 -0.93
O 1.1088 4.0519 6.2870 0.308 0.030 -1.368 -0.93
F -0.6916 4.9730 5.0979 0.044 -0.457 -0.720 -0.51
S 2.4699 3.5855 3.3250 2.745 -1.192 -1.505 2.48
O 2.6257 3.1068 1.9644 -1.202 0.215 1.019 -0.95
O 3.2923 2.9002 4.2972 -1.184 0.577 -0.241 -0.93
F 3.1627 5.0177 3.2297 -0.224 0.059 0.103 -0.51

---

Record 4
49
Properties=species:S:1:pos:R:3:forces:R:3:nbo_charge:R:1 method="wB97M-V/def2-TZVPD" homo_ha=-0.3030 lumo_ev=-2.34 total_energy_ha=-2101.23100 orbital_gap_ev=5.91
Mg -7.0009 -20.0829 -26.1273 1.562 -1.255 1.285 1.89
C -5.4031 -20.4083 -24.6615 -8.204 0.729 -8.208 0.93
O -5.0483 -20.3925 -25.9537 6.723 0.602 -2.930 -1.03
O -6.0307 -19.2973 -24.4969 0.732 4.610 4.454 -0.94
O -6.2770 -21.3423 -24.7015 -0.642 -5.351 5.102 -0.88
C -5.0659 -16.2150 -25.1145 0.311 0.566 -0.802 -0.72
C -5.7433 -14.9292 -25.3287 0.205 -0.476 0.323 0.29
N -6.2995 -13.9461 -25.5201 -0.123 0.219 -0.052 -0.35
H -4.1429 -16.1984 -25.6986 0.039 0.032 0.045 0.26
H -5.6800 -17.0030 -25.5387 -0.015 -0.228 0.447 0.25
H -4.7884 -16.3881 -24.0795 -0.352 -0.078 0.062 0.26
C -1.8816 -18.7507 -25.2747 0.316 -0.075 0.320 -0.74
C -1.6188 -17.4638 -25.8847 -0.077 0.329 -0.080 0.29
N -1.4256 -16.4688 -26.4224 -0.013 0.107 0.014 -0.35
H -2.9428 -18.9915 -25.3583 0.097 -0.282 -0.237 0.28
H -1.6023 -18.7531 -24.2206 -0.028 0.150 -0.015 0.26
H -1.2140 -19.4559 -25.7709 -0.384 -0.322 -0.015 0.25
C -2.9822 -22.7373 -26.2935 1.211 0.531 -0.742 -0.73
C -2.1663 -23.0014 -25.1168 -0.119 -0.295 0.073 0.29
N -1.5057 -23.2200 -24.2031 -0.030 0.100 -0.024 -0.34
H -2.9925 -21.6579 -26.4516 -0.833 0.017 0.394 0.28
H -3.9594 -23.2053 -26.2761 -0.081 0.242 0.153 0.26
H -2.4101 -23.0395 -27.1771 -0.131 -0.603 0.126 0.24
C -6.5263 -18.3045 -21.3859 -0.940 -0.009 0.514 -0.71
C -7.5387 -19.1241 -20.7023 0.521 0.045 -0.215 0.30
N -8.3624 -19.7660 -20.2317 -0.202 -0.148 0.170 -0.35
H -5.5721 -18.8183 -21.4456 -0.057 -0.029 -0.176 0.25
H -6.4268 -17.3782 -20.8210 0.152 0.043 -0.106 0.25
H -6.9664 -18.1031 -22.3605 0.550 0.066 -0.206 0.27
C -4.1990 -24.2337 -22.4731 -0.321 0.628 0.786 -0.81
S -5.6001 -24.2906 -21.2786 0.967 1.023 0.656 1.21
O -4.9624 -23.9934 -19.9367 -0.577 -0.455 -0.980 -0.98
C -6.2813 -22.7214 -21.8663 -0.265 0.370 0.501 -0.84
H -3.5619 -25.0966 -22.3040 -0.166 -0.176 -0.345 0.24
H -3.6325 -23.3483 -22.1800 0.018 -0.028 0.090 0.24
H -4.5562 -24.0534 -23.4850 -0.001 -0.511 -0.086 0.22
H -6.5075 -22.8109 -22.9255 0.065 0.272 -0.003 0.25
H -5.5863 -21.9130 -21.6241 0.561 -0.308 -0.486 0.22
H -7.1496 -22.3597 -21.3112 -0.325 -0.814 0.031 0.25
C -6.2970 -20.8919 -29.6268 0.564 -0.375 0.647 -0.81
S -6.7569 -22.2661 -28.4839 2.091 0.218 -1.579 1.28
O -7.5023 -21.5373 -27.3971 -1.364 0.479 -0.222 -1.11
C -7.7921 -23.1814 -29.6531 -1.810 0.385 0.702 -0.83
H -5.7917 -21.1890 -30.5449 -0.182 -0.484 0.077 0.25
H -5.5355 -20.3798 -29.0349 -0.184 0.335 -0.013 0.25
H -7.1440 -20.2536 -29.8701 -0.162 -0.121 0.232 0.24
H -7.3638 -23.3545 -30.6371 0.630 0.306 0.238 0.26
H -8.7073 -22.5949 -29.7810 0.014 -0.021 -0.140 0.24
H -8.1024 -24.1394 -29.2378 0.258 0.039 0.223 0.26

---

Record 5
40
Properties=species:S:1:pos:R:3:forces:R:3:nbo_charge:R:1 method="wB97M-V/def2-TZVPD" smiles="CC(C)(CC(=O)CC(C)(C)N1CC1)N1CC1" homo_ha=-0.3211 e_above_lowest_kj_mol=0.0 lumo_ev=0.79 total_energy_ha=-694.38517 orbital_gap_ev=9.52
O -0.2715 -2.3560 0.8018 0.004 2.107 -0.390 -0.57
C 0.0648 -1.2408 0.3785 -0.515 -1.684 0.856 0.65
N -0.2940 0.0451 -2.0610 -0.058 0.987 -0.718 -0.44
N -0.6439 1.5775 2.9505 -0.246 1.192 -0.364 -0.42
C 1.7096 -1.1736 -3.1352 -0.103 0.777 0.313 -0.63
C -0.3378 -2.3966 -2.4507 -0.291 0.704 0.431 -0.62
C -0.8795 -0.7628 3.3479 0.476 0.165 -0.613 -0.61
C 1.3229 0.2664 2.6667 0.127 -0.344 -0.030 -0.62
C 1.1240 -1.2506 -0.6944 -0.063 -1.094 0.322 -0.52
C -0.4956 0.0818 0.9448 0.077 -1.158 -0.077 -0.53
C -0.8944 0.6867 -3.2482 1.406 0.358 0.603 -0.25
C 0.2583 1.3562 -2.4748 -0.923 -0.966 -1.421 -0.27
C -1.8813 2.2298 2.5662 0.938 1.277 -0.775 -0.25
C -0.4921 2.8703 2.2435 -0.802 -0.729 0.602 -0.27
C 0.5676 -1.1802 -2.1044 -0.810 -0.506 -0.632 0.15
C -0.1792 0.2837 2.4273 -0.254 -0.528 1.252 0.14
H 2.1497 -2.1719 -3.1833 0.027 0.164 -0.082 0.23
H 2.4762 -0.4419 -2.8249 -0.130 -0.378 -0.253 0.21
H 1.3325 -0.8799 -4.1283 0.168 -0.235 0.268 0.21
H -0.6509 -2.3046 -3.4698 -0.052 0.046 -0.859 0.20
H -1.2646 -2.4431 -1.8942 -0.126 0.320 0.493 0.23
H 0.1074 -3.3731 -2.3250 0.612 -0.045 0.092 0.22
H -0.5736 -1.7971 3.2038 0.134 0.083 -0.550 0.23
H -1.9297 -0.6961 3.0893 -0.407 -0.102 0.537 0.21
H -0.6508 -0.5676 4.3973 -0.369 0.469 -0.094 0.22
H 1.5906 0.6023 3.6782 -0.247 0.027 -0.328 0.23
H 1.7057 -0.7570 2.5552 0.005 0.230 -0.144 0.21
H 1.7776 0.9151 1.9220 0.416 0.104 0.048 0.20
H 1.6959 -2.1700 -0.5033 -0.195 0.099 -0.396 0.24
H 1.8021 -0.4564 -0.5586 0.838 1.344 0.183 0.21
H -1.5639 0.0840 0.7631 -0.350 -0.243 0.117 0.24
H -0.1269 0.9059 0.3702 0.492 0.442 -0.345 0.22
H -1.8643 1.1659 -3.1147 0.054 -0.545 0.110 0.20
H -0.6996 0.3235 -4.2642 0.095 -0.017 0.463 0.19
H 1.2071 1.4337 -3.0099 -0.161 -0.346 0.231 0.20
H 0.0019 2.2643 -1.9493 -0.033 -0.216 0.618 0.20
H -2.4733 2.7765 3.3176 0.353 -0.780 -0.038 0.20
H -2.4949 1.8822 1.7064 0.691 0.122 0.531 0.19
H -0.1726 2.9940 1.2047 -0.229 -0.669 0.116 0.19
H -0.0593 3.6744 2.8590 -0.550 -0.432 -0.077 0.20